(1)
C36H40Cl4MnN4O2P | wB97M-V/def2-TZVPD

```
88
Properties=species:S:1:pos:R:3:lowdin_charge:R:1
Mn -1.67 -0.41 -0.96 0.714
Cl -5.73 -2.79 2.81 0.716
Cl -4.51 -5.22 1.31 0.720
Cl -2.60 -4.74 -1.15 0.761
Cl -5.10 0.14 1.81 0.766
P 0.38 -0.81 1.47 0.641
O -2.29 -1.87 -1.83 -0.119
O -3.33 0.19 -0.58 -0.118
N -0.42 -0.45 0.13 -0.179
N 1.97 -0.82 1.09 -0.198
N 0.01 0.28 2.63 -0.208
N 0.01 -2.26 2.13 -0.186
C -1.52 1.59 -5.75 0.009
C 1.29 3.07 -3.71 -0.171
C 2.79 4.00 -2.07 -0.058
C -1.25 3.99 -7.15 -0.047
C 0.04 2.39 -4.02 -0.068
C 3.42 3.97 -4.40 -0.048
C -3.69 -1.03 -0.14 -0.365
C -0.49 1.53 -3.09 -0.048
C 0.17 0.04 4.07 -0.189
C -0.54 3.80 -5.98 -0.010
C 0.60 -3.49 1.57 -0.184
C -0.86 -4.85 3.09 -0.189
C -4.20 -3.63 0.74 -0.711
C -1.47 -3.55 3.61 -0.163
C 4.35 -0.94 1.67 -0.181
C 2.94 -0.81 2.21 -0.187
C -1.38 -2.46 2.55 -0.185
C -3.13 -2.14 -0.81 -0.370
C 3.54 0.42 -0.32 -0.168
C -1.12 0.38 4.82 -0.165
C 0.57 -4.60 2.60 -0.171
C -0.96 2.42 3.38 -0.169
C -4.76 -2.53 1.42 -0.705
C -0.15 1.70 2.29 -0.185
C -3.38 -3.44 -0.35 -0.636
C -0.96 0.77 -2.25 0.070
C -2.21 1.78 -6.94 -0.044
C -4.49 -1.24 1.00 -0.619
C 2.52 -0.70 -0.27 -0.196
C 4.68 0.20 0.70 -0.178
C -2.07 2.97 -7.63 -0.038
C -0.66 2.59 -5.27 -0.167
C -1.92 1.44 4.04 -0.188
C 3.70 4.30 -3.08 -0.045
C 2.21 3.37 -4.72 -0.012
C 1.60 3.37 -2.38 -0.005
H -2.85 1.00 -7.32 0.116
H 4.14 4.19 -5.18 0.115
H -1.17 4.92 -7.68 0.115
H -1.62 0.66 -5.20 0.122
H 1.69 -0.51 -0.95 0.090
H 3.94 0.50 -1.33 0.112
H -0.87 -5.62 3.86 0.117
H 0.47 -0.99 4.24 0.104
H 1.21 -4.32 3.44 0.117
H 5.05 -0.94 2.51 0.120
H -2.52 -3.70 3.88 0.113
H 3.02 1.36 -0.11 0.099
H -2.62 3.12 -8.55 0.117
H -1.73 -0.51 4.98 0.101
H 4.85 1.11 1.27 0.109
H 1.63 -3.27 1.26 0.108
H 0.07 4.59 -5.58 0.123
H 4.47 -1.91 1.18 0.115
H 5.62 -0.02 0.19 0.110
H 2.97 -1.65 -0.57 0.122
H -1.46 -5.22 2.26 0.100
H -0.95 -3.22 4.51 0.116
H -0.29 2.84 4.13 0.115
H 2.84 0.12 2.77 0.115
H -1.97 -2.76 1.68 0.097
H 4.64 4.78 -2.84 0.115
H 0.89 3.12 -1.60 0.118
H -2.53 0.96 3.28 0.084
H 0.83 2.17 2.16 0.115
H 0.99 -5.51 2.16 0.118
H 0.04 -3.79 0.67 0.120
H 0.99 0.67 4.43 0.119
H -2.61 1.96 4.71 0.116
H -0.68 1.75 1.33 0.097
H 2.00 3.09 -5.75 0.125
H -0.86 0.76 5.81 0.116
H 2.71 -1.63 2.89 0.113
H -1.79 -1.52 2.92 0.104
H -1.49 3.25 2.93 0.115
H 3.02 4.26 -1.05 0.112
```

Calculated values
- Net charge: +1
- 2S+1: 2
- Total energy: -5098.16581 a.u.
- Highest occupied orbital energy (spin up / spin down): -10.6 / -11.0 eV
- Relative energy (zero: lowest compared OMol25 entry of this formula, charge and spin): 10.8 kcal/mol
- Frontier orbital gap (spin up / spin down): 0.211 / 0.226 hartree
- ⟨S²⟩: 0.780


(2)
C36H40FN7O2 | wB97M-V/def2-TZVPD

```
86
Properties=species:S:1:pos:R:3:lowdin_charge:R:1
F -3.51 3.93 6.86 -0.032
O -1.87 5.78 4.84 -0.015
O -2.01 0.63 3.06 -0.058
N -5.70 -1.14 -6.17 -0.003
N -6.02 -4.76 -0.56 0.007
N -3.90 -0.57 0.68 0.004
N -0.75 -2.39 0.07 0.020
N 2.40 -1.06 -3.29 0.010
N 4.06 2.61 0.71 0.000
N 8.74 6.15 2.12 -0.003
C -4.34 -1.26 -6.29 -0.143
C -1.56 4.47 5.01 -0.122
C 4.03 0.39 0.81 -0.111
C -0.43 -3.13 -1.04 -0.126
C 3.49 -1.19 -4.11 -0.142
C -3.50 0.13 -0.43 -0.139
C 1.33 -0.62 -4.03 -0.142
C -4.77 -5.15 -0.16 -0.147
C -2.66 3.44 5.74 -0.036
C 3.11 -0.85 -5.39 -0.123
C 5.32 0.84 1.18 -0.108
C 1.31 4.58 4.59 -0.073
C 1.47 -2.41 -0.08 -0.132
C -6.05 -6.98 -0.46 -0.117
C -4.87 -1.47 0.32 -0.155
C -6.81 -5.87 -0.74 -0.141
C 9.00 6.04 3.46 -0.142
C 8.45 4.91 1.62 -0.151
C 8.52 4.00 2.65 -0.126
C -5.08 -1.34 -1.04 -0.120
C 0.40 -1.94 0.66 -0.131
C 2.53 3.69 4.41 -0.005
C 5.31 2.22 1.11 -0.139
C -1.69 1.58 3.95 -0.192
C 0.94 -3.16 -1.15 -0.128
C -0.15 3.79 4.51 -0.086
C -3.92 -2.23 -5.41 -0.114
C 1.74 -0.49 -5.34 -0.122
C -4.76 -6.53 -0.10 -0.114
C -0.22 2.38 3.97 0.047
C -5.06 -2.70 -4.73 -0.123
C -2.73 2.04 5.18 0.080
C -6.15 -2.01 -5.22 -0.146
C -4.21 -0.33 -1.51 -0.101
C 3.27 1.50 0.53 -0.141
C 8.87 4.71 3.82 -0.114
H -6.32 -3.81 -0.70 0.114
H 6.17 0.23 1.46 0.093
H -5.79 -1.92 -1.62 0.077
H 4.44 -1.52 -3.71 0.104
H 0.69 1.77 3.56 0.118
H -5.09 -3.47 -3.96 0.089
H -7.20 -2.07 -4.97 0.104
H -4.00 -4.42 0.03 0.093
H -3.54 -0.44 1.62 0.113
H -4.12 0.02 -2.53 0.094
H 3.70 -0.64 0.76 0.064
H 2.38 -1.24 -2.30 0.112
H 1.42 5.74 4.79 0.117
H 9.01 4.30 4.81 0.092
H 0.37 -1.33 1.56 0.103
H 3.52 4.03 3.88 0.075
H 9.25 6.91 4.05 0.106
H 2.51 -2.22 0.14 0.072
H 8.21 4.78 0.57 0.106
H 1.50 -3.66 -1.93 0.098
H 3.75 -0.86 -6.26 0.088
H -3.79 -0.65 -7.00 0.105
H 3.76 3.56 0.57 0.147
H -1.20 -3.57 -1.65 0.111
H -2.74 0.90 -0.35 0.110
H 1.12 -0.17 -6.17 0.087
H 6.08 2.95 1.31 0.086
H 0.37 -0.45 -3.57 0.105
H -1.69 -2.21 0.40 0.128
H -3.48 1.24 5.59 0.131
H 8.75 7.01 1.59 0.148
H 2.24 1.59 0.22 0.106
H -7.84 -5.78 -1.05 0.104
H -2.89 -2.55 -5.27 0.092
H -6.38 -8.01 -0.51 0.091
H -5.33 -2.12 1.05 0.106
H 8.34 2.93 2.56 0.089
H -6.28 -0.51 -6.71 0.147
H 2.44 2.62 4.90 0.081
H -3.91 -7.14 0.19 0.091
```

Calculated values
- Total energy: -2029.02182 a.u.
- SMILES: C=CC1=CC(=O)C=C(F)C1=O.c1cc[nH]c1.c1cc[nH]c1.c1cc[nH]c1.c1cc[nH]c1.c1cc[nH]c1.c1cc[nH]c1.c1cc[nH]c1
- Highest occupied orbital energy: -7.9 eV
- Frontier orbital gap: 0.198 hartree


(3)
C36H40GeN2O3Pt | wB97M-V/def2-TZVPD

```
83
Properties=species:S:1:pos:R:3:lowdin_charge:R:1
Pt 1.00 0.74 -0.39 1.278
Ge -1.29 -0.62 1.30 1.225
O 2.32 -0.05 1.00 -0.330
O 2.08 -0.63 -1.57 -0.336
O 3.43 2.19 -0.31 -0.250
N -0.23 1.54 -1.79 -0.060
N 0.16 2.20 0.66 -0.096
C -0.10 -4.58 1.58 -0.036
C 3.00 -1.48 -0.83 -0.103
C 2.63 -1.43 0.63 -0.106
C -0.67 -2.80 -0.50 -0.108
C -0.74 -2.38 0.83 -0.339
C -0.60 3.07 -0.10 -0.214
C -0.57 -2.60 -4.10 -0.051
C -2.90 0.05 0.53 -0.307
C -3.32 1.39 0.61 -0.124
C -0.45 -3.27 1.88 -0.097
C -0.75 0.07 3.00 -0.323
C -3.77 -0.91 0.02 -0.102
C -5.04 -0.55 -0.39 -0.040
C 4.26 1.45 0.55 -0.195
C -0.08 -1.32 -3.86 -0.036
C 0.44 -0.32 3.62 -0.119
C -0.83 2.63 -1.44 -0.012
C -1.89 -2.90 -3.81 -0.052
C 0.29 2.75 1.86 -0.017
C 0.80 0.20 4.85 -0.043
C -2.24 -0.65 -3.02 -0.044
C -0.42 4.03 1.89 0.054
C -4.58 1.75 0.17 -0.041
C -0.04 1.13 5.48 -0.025
C -0.97 4.22 0.66 0.044
C -0.42 1.07 -3.18 -0.110
C -1.59 0.99 3.65 -0.099
C -0.30 -4.10 -0.78 -0.042
C -1.23 1.51 4.89 -0.039
C 3.39 0.76 1.57 -0.097
C -0.91 -0.35 -3.32 -0.229
C -0.01 -4.99 0.26 -0.023
C 2.73 -0.12 -2.77 -0.022
C -5.44 0.78 -0.33 -0.021
C 4.19 3.07 -1.15 -0.048
C -2.72 -1.93 -3.27 -0.055
H 3.49 3.58 -1.81 0.097
H 2.89 1.48 2.21 0.123
H -6.44 1.06 -0.65 0.128
H -0.47 4.67 2.75 0.139
H -3.47 -1.95 -0.04 0.108
H -1.56 5.05 0.31 0.144
H -1.12 1.76 -3.66 0.142
H 4.91 2.51 -1.75 0.099
H -1.90 2.19 5.40 0.126
H -3.76 -2.15 -3.07 0.119
H 0.24 1.53 6.44 0.128
H 0.26 -6.01 0.03 0.127
H -0.91 -2.12 -1.31 0.071
H -5.73 -1.31 -0.75 0.126
H -0.53 -2.96 2.91 0.108
H 4.95 2.09 1.10 0.155
H -2.55 1.27 3.22 0.103
H 3.68 0.34 -2.51 0.101
H 2.08 0.63 -3.21 0.069
H -2.68 2.15 1.05 0.079
H 4.72 3.81 -0.55 0.106
H -1.46 3.17 -2.13 0.165
H -2.29 -3.89 -4.02 0.126
H 0.10 -5.28 2.38 0.126
H -0.25 -4.44 -1.81 0.109
H 1.72 -1.99 0.83 0.101
H 4.87 0.73 -0.02 0.136
H 4.01 -1.12 -1.00 0.130
H 2.92 -2.50 -1.22 0.159
H 3.43 -1.80 1.26 0.159
H 0.53 1.18 -3.70 0.114
H 4.00 0.10 2.21 0.151
H 1.71 -0.12 5.33 0.123
H 1.08 -1.06 3.15 0.095
H 2.88 -0.95 -3.46 0.118
H -2.90 0.11 -2.64 0.118
H 0.07 -3.35 -4.56 0.124
H 0.84 2.29 2.66 0.123
H 0.93 -1.08 -4.15 0.095
H -4.90 2.78 0.24 0.121
```

Calculated values
- Net charge: +3
- 2S+1: 2
- Total energy: -3926.24473 a.u.
- Highest occupied orbital energy (spin up / spin down): -16.8 / -16.8 eV
- Relative energy (zero: lowest compared OMol25 entry of this formula, charge and spin): 2.6 kcal/mol
- Frontier orbital gap (spin up / spin down): 0.262 / 0.188 hartree
- ⟨S²⟩: 0.784